DFT (ωB97M-V/def2-TZVPD) results for a molecular structure, C5H6KMgO4.

Cartesian coordinates (Å):
K1 -3.74585 -0.31726 -3.26219
Mg1 0.15713 -1.65449 -0.96035
O1 -1.06350 -0.13558 -1.38310
O2 -0.25455 1.50940 -0.13988
O3 3.32006 4.97537 2.69082
O4 -2.20316 1.74700 -1.27183
C1 2.12818 2.99969 1.66922
C2 -1.22513 1.06124 -0.99032
C3 -0.63580 2.03785 1.06840
C4 0.26823 3.10335 1.57503
C5 2.79053 4.07938 2.25022
H1 0.14085 3.96979 0.90703
H2 -0.11062 3.47674 2.53445
H3 0.02434 1.54257 2.03449
H4 2.50178 2.85600 0.64486
H5 2.35281 2.09619 2.25620
H6 -1.69603 2.31906 1.08856

Output
* relative energy (zero: lowest compared OMol25 entry of this formula, charge and spin): 30.33 kcal per mole
* maximum force: 5.94 eV Å⁻¹
* ⟨S²⟩: 0.75
* frontier orbital gap (spin up / spin down): 5.63 / 8.33 eV
* 2S+1: 2
* HOMO energy (spin up / spin down): -0.488 / -0.587 Ha
* total charge: +2
* E: -35224.336 eV

Per-atom Mulliken charges, elementary charge units: number 1, K, carries 0.968; number 2, Mg, carries 0.575; number 3, O, carries -0.526; number 4, O, carries -0.378; number 5, O, carries -0.013; number 6, O, carries -0.620; number 7, C, carries -0.380; number 8, C, carries 0.864; number 9, C, carries -0.287; number 10, C, carries -0.927; number 11, C, carries 0.471; number 12, H, carries 0.501; number 13, H, carries 0.488; number 14, H, carries 0.133; number 15, H, carries 0.345; number 16, H, carries 0.379; number 17, H, carries 0.407